[1]
The following is a quantum chemistry calculation of a structure of composition C51H46AuBrGeNO2Sb2, from the OMol25 dataset.

The value obtained for the gap between HOMO and LUMO (spin up / spin down) is 6.469 / 6.477 eV. The calculation puts the total energy at -7442.89157 a.u. The relative energy (zero: lowest compared OMol25 entry of this formula, charge and spin) comes out at 33.75 kJ/mol. The LUMO energy (spin up / spin down) is -3.61 / -3.61 eV. The molar mass comes out at 1297.94 g/mol. The HOMO energy (spin up / spin down) is -10.079 / -10.086 eV. The value obtained for the max |F| is 0.6 eV/Å.

ORCA input file:
```
! wB97M-V def2-TZVPD RIJCOSX def2/J DEFGRID3
* xyz 1 3
C -1.40923 2.97076 4.10355
C -1.34064 5.39636 5.49229
C -1.17833 -4.12141 2.27442
H -0.39385 -1.58395 3.55304
H 6.79959 0.18497 2.18307
C -0.05975 -1.03832 -3.97148
H -3.53384 3.30782 3.98721
H -1.85830 2.17534 -1.78081
C 0.41238 0.42214 3.45501
C 3.52018 1.71844 -3.60384
H -2.51866 -0.76011 7.68132
H -3.62434 -5.77099 -0.21089
H -3.46798 5.43322 5.21449
C -0.08288 -3.43834 -4.26827
C -0.74733 4.47509 -4.53185
H 0.72184 2.94773 4.40631
O 0.30189 3.04873 1.16285
H -2.00684 -0.12973 -3.78822
H 1.25953 -1.42872 4.06485
H -4.79626 -2.52627 4.51646
C 0.61590 -2.24646 -4.13911
H -3.70539 -6.37531 2.18707
O -0.16717 4.07868 0.76948
Sb -1.52727 1.20369 2.91082
H 1.92633 -0.96201 1.64085
H 0.52582 3.61282 -3.05583
H 8.07078 -1.23289 0.57330
C -0.20387 3.48868 4.57028
H -2.20482 2.81002 -7.09227
H 5.46807 2.59780 -3.44102
H -0.66880 5.46967 -4.11234
H 6.51558 0.97402 -4.99004
C -2.58046 3.68997 4.33811
H -4.18570 -2.41565 6.91101
H 1.20331 0.95167 2.91729
H -1.01625 0.93378 -6.04183
C -3.71896 -1.74633 6.19991
C -0.93367 1.92520 -5.61028
C -2.51144 -0.01340 4.36816
C 4.68445 -0.08179 -5.35362
H -4.19355 1.81413 -0.97196
C 6.32652 -0.23714 1.30955
H 0.45520 -4.36749 -4.40422
C -2.78044 -0.81646 6.63230
C 1.12805 -1.63016 1.97891
C -4.06093 -1.80855 4.85822
C -0.16094 2.12862 -4.46756
C -3.74270 -0.10160 -0.10339
C 2.72866 0.71839 -4.17552
C 7.02098 -1.02785 0.41220
H 0.52221 0.66245 4.51394
C -2.94227 -5.30624 0.48964
C -2.09636 -5.06302 2.72369
H -1.99840 -4.11039 -1.01115
C -3.45918 -0.94434 3.95039
C 3.32716 -0.16993 -5.06612
C -1.43934 -0.85177 -0.21668
H -0.14932 0.32903 -1.39573
C -2.02249 -4.36886 0.04321
Ge 0.83979 0.65635 -3.69100
H 2.73757 -0.92767 -5.56650
C 5.02341 -1.25822 -0.85500
H 6.86140 -2.17993 -1.40882
H -0.48855 -3.68766 2.98506
C 4.98706 0.01053 1.06374
H 1.69804 -2.27311 -4.14650
N 4.34127 -0.47782 0.00603
H 1.62878 -2.58473 2.18366
H -3.23820 -2.24183 -3.98968
C -1.22956 0.29706 -0.92765
C -2.54929 4.89012 5.03302
C -1.51622 4.25683 -5.66645
H -1.31477 6.33484 6.03048
H -3.03158 -1.94915 0.71733
H -3.73660 -1.00196 2.90300
H 3.07971 2.44920 -2.93211
Au 2.46750 0.21427 -0.69996
C -2.12858 1.29577 -1.21179
H 0.64949 1.98540 -1.41352
C -1.46928 -3.43933 -4.21540
H -2.01413 -4.36910 -4.31876
C 0.93445 0.97503 -1.71646
H -1.46182 0.77188 6.07618
C 6.35720 -1.55437 -0.68724
C 4.87407 1.81097 -3.88840
C -1.60828 2.98203 -6.20591
C 0.55104 -1.09951 3.29747
C -0.16765 4.69361 5.26215
C -1.14033 -3.75358 0.93251
H 0.77608 5.08119 5.62501
C -2.18244 0.04174 5.72196
C -2.98507 -5.64852 1.83488
C 5.46061 0.90168 -4.75929
C -1.45529 -1.05489 -3.91759
H -4.75968 -0.27429 0.22499
H 4.45773 -1.63872 -1.69440
C -0.07463 3.41637 -3.93873
Br 4.00194 1.06524 2.26521
C -2.76709 -1.04757 0.17756
H 5.13130 -0.77723 -6.05244
H -2.11732 -5.33353 3.77162
C -3.42955 1.07457 -0.77354
H -2.04178 5.08083 -6.13078
C -2.15645 -2.24657 -4.03331
Sb 0.15928 -2.25992 0.14019
*
```

Mulliken population analysis, charges in e, atoms 1 to 5:
1. C 0.227
2. C -0.474
3. C -0.059
4. H 0.083
5. H 0.446

[2]
The following is a quantum chemistry calculation of a structure of composition C51H46Cl3FeN4O5P2S2, from the OMol25 dataset.

The value obtained for the gap between HOMO and LUMO (spin up / spin down) is 7.718 / 7.706 eV. The calculation puts the total energy at -6689.57498 a.u. The LUMO energy (spin up / spin down) is -2.80 / -2.81 eV. The molar mass comes out at 1083.24 g/mol. The HOMO energy (spin up / spin down) is -10.520 / -10.518 eV. The value obtained for the max |F| is 0.9 eV/Å.

ORCA input file:
```
! wB97M-V def2-TZVPD RIJCOSX def2/J DEFGRID3
* xyz 1 1
H -6.66453 -3.36140 -1.32199
C -5.38289 1.74808 2.15050
Cl 10.21057 -5.42431 -0.73356
H -3.68436 -1.40766 -2.48437
S 7.22669 1.11841 0.48293
H 5.24736 2.30806 -0.28743
C -1.17652 1.64496 -4.23815
Cl 8.19730 -0.96493 2.34865
H 6.37284 -2.47720 -0.87174
H 2.12524 -3.73452 3.62150
H -6.14873 2.12984 2.81282
H -4.49675 -3.12780 -0.09912
H 2.70762 4.54842 -1.74930
C 4.99237 -1.11669 2.97400
C 1.21230 3.87169 -0.35998
P -2.09612 0.11886 -0.60255
H -5.48871 -2.53560 -5.54380
C -3.50374 1.23398 -2.77339
C -4.73884 -2.46581 -0.93734
O -0.86288 1.75637 1.69325
C -0.42819 -2.65710 -2.89356
H -4.53576 2.02165 -4.47515
H -4.41856 1.05949 -2.21899
H -3.04366 -3.00283 -2.14950
O 3.25999 -0.52323 -1.76559
C 5.15772 -2.95171 1.42585
C -3.85133 2.08218 0.32777
C 1.17619 -4.26390 -3.68716
H -5.39581 -4.04403 -4.63166
Cl 6.49478 -5.27760 3.11627
N -2.41602 -1.51974 -0.82190
C -2.90357 -5.55132 2.48060
H -5.14850 3.60485 1.09730
H 1.74870 -4.69160 -4.49972
H -1.68514 3.88883 2.07312
C 8.24996 -5.19262 1.10003
H -3.35628 -6.29624 3.12188
H 8.44360 -3.46163 -1.80688
C -0.46265 2.77715 1.19970
C -2.26590 0.89967 -2.21717
C 1.96814 -3.02403 2.82930
H 0.83914 4.85229 -0.10429
P -1.07387 -2.32331 -0.20789
H -5.34551 -4.12083 -2.20088
C 6.89668 -3.25220 -0.32238
C -3.99165 -0.06501 1.40319
C -5.19604 -2.97410 -4.59090
H 2.00203 -5.57851 -2.20528
H 8.77626 -5.95273 1.65879
C 4.81840 0.78137 1.23243
C 0.58663 -4.20831 -1.35893
H 0.70938 -4.59931 -0.35423
C 2.18324 -0.09538 -1.38235
C 1.09854 -1.99113 2.69444
H -3.41477 2.73804 -0.41722
C 5.57465 1.53601 0.38965
H -2.92875 -6.81136 0.74330
C -3.44922 0.74940 0.41305
H 0.18732 -2.82772 -4.93633
H -4.12766 -2.80703 -4.44909
C -2.56274 -4.30866 2.99722
H 3.90338 -0.99791 2.96772
C 5.58601 -0.16121 1.98364
H -5.38637 -0.21303 3.02216
C -1.72571 -3.64283 0.83212
C 2.24739 3.69278 -1.27323
H -5.20082 -1.56748 -0.52182
C -2.40925 1.98313 -4.77706
H 5.33809 -0.90284 3.98539
C 1.32118 -4.75962 -2.39898
O 1.08535 -0.74733 -1.24081
H 2.78252 -1.80520 -0.03348
S -6.19907 -2.18573 -3.32053
C -2.07134 -4.89472 0.32154
H 4.99229 -2.10605 0.75126
O 5.35797 -2.47530 2.74324
H 3.45148 2.21331 -2.28786
C 6.90656 -0.06684 1.66372
O -0.96547 3.98796 1.42901
C -0.29846 -3.15896 -1.60337
H 3.78042 -4.26059 0.38541
H -0.14782 0.82409 -2.54202
H -1.70628 -2.39106 2.57953
C -1.97254 -3.36049 2.17523
C -1.10401 1.10696 -2.96001
C 8.05822 -3.79004 -0.85241
C -4.96130 0.43115 2.26356
N 2.73406 -3.01768 1.69282
C -3.46033 -2.10811 -1.67713
N 1.04874 1.50199 -0.07365
C -2.65989 -5.84345 1.14549
C 2.32165 -2.00548 0.91948
H 0.36084 -1.64785 3.39920
H -0.27184 1.79630 -4.81274
C -4.82265 2.57654 1.18646
C 3.91131 -3.83196 1.37993
C 6.38722 -3.65652 0.91010
C -5.73811 -3.16056 -1.85864
H -2.46676 2.40865 -5.77060
C 8.73152 -4.75082 -0.11958
C -3.57341 1.77268 -4.04792
Fe -0.00093 -0.32517 0.38050
C 2.65712 2.41048 -1.58059
H -2.75110 -4.08093 4.03821
C 2.00893 1.33935 -0.97889
H -3.66714 -1.09461 1.49551
H -1.88563 -5.12873 -0.71881
C 0.29830 -3.21709 -3.93269
N 1.32698 -1.33904 1.49400
C 7.07870 -4.64573 1.59509
H -1.08466 -1.81741 -3.09026
C 0.66558 2.74755 0.22058
H 3.74288 0.87213 1.32759
H 3.98302 -4.63209 2.11276
*
```

Mulliken population analysis, charges in e, atoms 1 to 5:
1. H 0.502
2. C -0.693
3. Cl -0.205
4. H 0.367
5. S -0.230

[3]
The following is a quantum chemistry calculation of a cluster of 3 separate species, C51H48BN2O11S in total in a non-equilibrium geometry, from the OMol25 dataset.

The value obtained for the gap between HOMO and LUMO is 5.094 eV. The calculation puts the total energy at -3332.41173 a.u. The LUMO energy is 0.29 eV. The molar mass comes out at 907.83 g/mol. The HOMO energy is -4.802 eV. The value obtained for the max |F| is 2.3 eV/Å.

ORCA input file:
```
! wB97M-V def2-TZVPD RIJCOSX def2/J DEFGRID3
* xyz -1 1
H -1.21607 0.98672 1.63616
C 1.96195 2.82297 7.34878
C -2.01398 5.70062 6.62984
H 1.47957 1.29849 -8.56278
H -7.73495 -2.43198 1.25352
C 5.81866 2.05590 -2.98469
H 3.93294 0.98143 0.34144
O -6.31778 -2.95415 -0.72724
C 4.79776 -0.53428 1.65727
H 0.13162 1.70386 4.72880
O -6.83525 -8.05477 0.78803
H -9.45551 -5.37366 3.84398
H 1.93355 0.93211 -6.90235
C -8.65644 -3.79039 2.63157
H 4.34699 -2.16107 -2.85399
H -5.18692 -8.54770 -1.01936
C 1.57049 2.01807 6.28369
N -0.16977 -1.43072 -1.23943
C -1.53825 3.76834 5.10177
C 1.84881 2.17520 -3.88301
B 1.41767 1.00351 -2.79993
H 7.06385 3.56685 -0.65343
O 2.43661 -3.49157 -1.75095
C -5.81136 -6.52448 -0.67937
H -2.77774 -0.69843 0.68776
H 7.28217 0.58021 -0.37968
C 0.36420 0.33793 0.31694
H 3.86831 -1.19689 -4.24273
C 0.01118 2.19721 -5.36770
H 1.50755 4.55444 8.52820
H -2.55710 7.34175 7.89857
O 3.84052 -5.01509 -2.25977
C 2.13411 -0.49041 -1.23227
H 8.52661 2.71465 -1.10982
H 2.42041 -1.66690 0.54514
O 1.76787 -0.29675 -3.48666
C 7.55805 3.04935 -1.49022
C 0.43243 2.32890 5.55914
H 4.76867 -1.61774 1.50613
C 0.05571 4.23890 6.98159
C -2.37070 4.93046 5.52131
H 7.65267 3.80211 -2.27523
H 1.92716 3.52406 -6.47680
N 2.70423 -4.74862 -2.34000
C -0.90749 0.31178 0.84637
C 1.93087 1.72264 -7.66364
H 1.13498 3.65899 -8.06692
C -6.69434 -6.89389 0.45954
C -7.39684 -5.80565 1.19488
O -1.84710 3.10211 4.13643
H 3.83971 -1.63854 -0.45110
H -4.61831 7.85946 6.64546
C 1.96475 -2.62961 -2.81210
H -3.54818 -5.61514 -3.67135
C 3.59955 0.08255 0.86096
O -0.42870 6.11546 8.31930
C -7.86760 -3.46646 1.54072
H -9.13870 -3.00529 3.19977
H 3.64000 2.34801 -7.07174
C -4.32553 6.28982 5.20796
C -5.69043 -5.19396 -1.08829
C -8.83134 -5.12192 2.99598
H 5.81236 2.97120 -3.57361
C -4.18150 -5.86860 -2.83113
H 4.51086 -1.42427 4.05718
H 0.38469 1.17568 -5.52152
C 0.65908 -0.56334 -0.69836
C -1.40641 -1.45758 -0.72393
C 4.87496 -0.13060 -2.67730
H 4.33125 1.23922 -4.23177
S 4.67117 -0.23017 3.45444
H -2.12894 -2.17157 -1.11326
C 1.20629 3.93057 7.69747
H 2.85582 0.29181 1.63137
C -3.98263 7.04327 6.32647
C -2.82716 6.75312 7.03212
H 0.88571 -2.67430 -2.97179
H 0.22227 1.21307 -2.63634
H -3.79060 4.64636 3.94015
C 6.60987 0.71051 -1.22589
C -5.10295 -7.51886 -1.34263
C -7.24014 -4.47155 0.81534
C -4.88119 -4.87254 -2.17098
H 2.85636 2.58237 7.90901
C 5.73781 -0.27260 -1.61624
C -3.52232 5.23579 4.80666
C 6.65328 1.90869 -1.89729
H 2.15565 1.14765 6.01551
H 2.60436 2.87524 -3.49446
C -0.76466 5.41147 7.38792
C 4.95403 1.06271 -3.36120
O 0.71233 2.90945 -4.41390
H 2.32167 1.67221 -4.74730
C 2.42998 -1.16970 -2.60440
C 3.90795 -1.19289 -3.15235
C 1.25714 3.01825 -7.18681
H 5.76734 -0.19518 1.29260
O 2.23223 0.88722 -1.55754
O 3.31946 2.02013 -7.92126
H -4.79282 -3.84453 -2.49625
H 1.08569 1.04835 0.69012
H 5.75437 -1.19567 -1.03990
O -0.03085 2.85823 -6.62866
C -0.32607 3.44084 5.90017
C -8.20297 -6.12686 2.28030
H -5.22452 6.52386 4.65221
H 2.41239 -2.94981 -3.76303
H -3.73168 -7.96653 -2.92406
C -1.76180 -0.62857 0.29729
H -8.33408 -7.16184 2.56618
H -1.02835 2.10326 -5.02818
C 3.03534 -1.00227 -0.07667
C -4.28704 -7.19108 -2.41234
C -6.40887 -4.10845 -0.36667
*
```

Mulliken population analysis, charges in e, atoms 1 to 5:
1. H 0.688
2. C -0.501
3. C 0.192
4. H 0.365
5. H 0.492

[4]
The following is a quantum chemistry calculation of a structure of composition C51H48HfN5S2Sb in a non-equilibrium geometry, from the OMol25 dataset.

The value obtained for the gap between HOMO and LUMO is 7.366 eV. The calculation puts the total energy at -3330.30486 a.u. The relative energy (zero: lowest compared OMol25 entry of this formula, charge and spin) comes out at 13.49 kJ/mol. The LUMO energy is -5.41 eV. The molar mass comes out at 1095.36 g/mol. The HOMO energy is -12.778 eV. The value obtained for the max |F| is 1.2 eV/Å.

ORCA input file:
```
! wB97M-V def2-TZVPD RIJCOSX def2/J DEFGRID3
* xyz 2 1
H -5.00800 -2.06822 -3.28566
C -1.08733 -7.91752 -0.31058
C -0.86360 2.34052 2.89087
C -3.11612 -2.83447 -2.62245
H 1.30723 2.40019 -2.87222
H -4.05908 3.24224 3.66357
H 2.81247 3.81208 0.05855
C -5.07637 -2.69507 -1.23079
C 3.41899 -0.48579 -0.78197
H -2.64330 -2.70012 -3.59026
H -3.23672 -0.14930 -0.02288
C 4.75076 -0.23847 -1.04462
S -2.86624 -0.70406 6.01213
N 0.17731 2.09043 0.65549
C 4.94200 3.52414 -0.57481
C 0.02702 -4.52598 -4.59204
C 1.14114 -6.33326 -0.88040
H 3.07431 -1.50731 -0.83254
S 0.69935 -2.37159 -0.24413
C -0.51164 -0.37572 -2.81295
H 0.18202 6.54017 -0.09554
H -0.77087 -1.36799 -3.13295
H 5.41808 -1.05439 -1.29885
H 3.15391 3.68223 2.50576
H -5.35155 -1.44670 3.57187
H -4.86225 -3.41821 0.78526
C 0.28651 7.00679 0.88694
C -1.99948 2.63607 3.64497
C 3.86196 5.66864 2.90068
H -2.27285 -6.19031 -0.77702
C 5.22997 1.06330 -0.98907
C 4.40181 2.11387 -0.63318
C -4.45197 -2.48562 -2.45464
H -0.88140 -5.11081 -4.48917
C -0.74692 1.82534 -2.24918
H 6.27044 1.26911 -1.21996
C 1.30704 -7.65487 -0.49485
H 4.27914 7.75536 3.19742
C 1.88886 -3.79550 -5.93195
H -0.61057 6.76295 1.46716
C 0.71622 0.27157 -3.06142
H -2.48016 0.42938 -2.17353
C 1.82242 5.18534 1.72435
C -0.15005 -5.81411 -0.96628
H 0.28149 -0.80325 2.03412
H -0.10580 4.42523 1.48107
C 1.54055 6.54314 1.58530
C -3.02912 -3.57450 -0.31226
C -3.59891 -0.96785 4.56592
C 2.50954 0.53795 -0.44065
H -6.12468 -2.44643 -1.11416
H 2.30353 -8.07179 -0.41979
C -1.41883 0.58120 -2.28876
N 2.28231 2.95577 0.01911
C -4.36900 -3.23985 -0.16343
C 0.71350 -4.52616 -5.79841
C 3.05938 1.82181 -0.35369
C -1.27089 -6.59386 -0.69168
H 0.29852 8.08651 0.75130
C 0.56854 1.62991 -2.71260
H 0.33086 -9.47261 0.09453
N -4.90328 -1.24886 4.44856
H -1.93179 2.57927 4.72777
H 2.00839 -5.72185 -1.10661
H -0.91336 -1.16204 4.15590
H -1.94810 -8.53877 -0.09575
C -1.45939 -0.95637 3.24394
H 2.24338 8.50975 2.02990
C 3.59677 7.02577 2.77699
N -1.42414 -0.44163 0.90689
N 0.85376 4.25326 1.22416
H 0.33380 -5.10387 -6.63199
H 3.31829 -2.51036 -4.96725
C -2.74788 -0.38437 0.91495
H -2.22571 2.82463 -0.18161
C 0.19555 -8.44134 -0.20957
C 0.53241 -3.77608 -3.53164
H -5.44833 -1.32685 5.29086
C 2.44663 7.44902 2.12718
H 4.75331 5.32637 3.41388
C -3.28371 3.07187 1.66531
H 1.06196 1.34146 2.98560
C 1.10303 3.05674 0.65155
C -2.41480 -3.37798 -1.54882
C -0.80389 -0.74342 2.06244
H 5.99322 3.53577 -0.85683
H 4.87375 3.95597 0.42966
C -2.16944 2.76487 0.89737
C 1.71454 -3.05231 -3.64754
H 1.57882 -0.16075 -3.53768
H -4.20628 3.37276 1.18280
H -4.56452 -0.48405 1.99805
C 2.96836 4.74503 2.38107
H 4.41704 4.19339 -1.26779
H 2.42103 -3.80591 -6.87516
H 1.00664 2.89966 3.80375
C -2.84689 -0.85616 3.26485
H 2.10937 -2.50109 -2.80090
C -0.97028 2.39763 1.49787
H -1.19812 2.78285 -2.04929
Hf 0.33075 0.25053 -0.56211
C 0.42892 1.99583 3.58679
H 0.22744 1.50542 4.54123
C -3.48891 -0.59166 2.06328
C -3.19875 3.00217 3.04822
H -2.47918 -3.99002 0.52600
C 2.39214 -3.06453 -4.86112
Sb -0.37605 -3.85934 -1.65025
*
```

Mulliken population analysis, charges in e, atoms 1 to 5:
1. H 0.477
2. C -0.676
3. C 2.348
4. C -0.400
5. H 0.564